Computed, not measured: C23H34N4O3 in the gas phase at a distorted geometry, with ωB97M-V/def2-TZVPD.

## Properties
* energy relative to the best compared isomer or geometry (same formula, charge and spin): 1947.8 kJ/mol
* SMILES string: CCOc1ccccc1NC(=O)NC1(C(=O)N2CCN3CCC[C@@H]3C2)CCCCC1
* charge: 0
* LUMO level: 0.6 eV
* HOMO-LUMO gap: 0.3190 hartree

Structure (XYZ):
```
64
C23H34N4O3 | OMol25 | ωB97M-V/def2-TZVPD
C 2.659 -0.246 2.644
C 2.322 1.306 2.838
O 1.541 1.816 1.719
C 2.243 2.084 0.506
C 3.621 2.334 0.216
C 4.195 2.390 -0.999
C 3.378 2.552 -1.938
C 1.820 2.521 -1.965
C 1.391 2.235 -0.683
N 0.010 2.057 -0.223
C -1.043 2.013 -1.170
O -1.023 2.772 -2.280
N -2.220 1.809 -0.586
H -3.056 1.788 -1.125
C -2.450 0.822 0.460
C -3.637 -0.059 0.444
C -4.111 -0.707 1.743
C -4.234 0.119 2.871
C -3.143 0.805 3.000
C -2.478 1.509 1.871
H -3.231 2.468 1.506
H -1.433 1.912 2.054
H -2.235 0.012 3.325
H -3.021 1.424 3.958
H -4.719 -0.452 3.412
H -5.189 0.828 2.602
H -5.028 -1.201 1.509
H -3.439 -1.656 1.735
H -3.579 -0.716 -0.427
H -4.529 0.720 0.252
C -1.318 -0.343 0.599
O -0.696 -0.324 1.665
N -0.954 -1.088 -0.362
C -1.344 -0.896 -1.700
H -1.745 -1.952 -1.960
C -0.289 -0.868 -2.746
N 0.868 -1.407 -2.616
C 1.036 -3.004 -2.866
H 0.070 -3.471 -2.797
H 1.095 -2.935 -4.187
C 2.213 -3.486 -2.264
H 3.249 -3.474 -3.032
H 2.218 -4.518 -2.321
C 2.504 -2.625 -1.046
H 3.470 -2.305 -1.192
H 2.157 -3.331 -0.177
C 1.317 -1.553 -0.983
C 0.091 -1.897 -0.046
H -0.289 -3.010 -0.588
H 0.579 -2.083 0.791
H 1.698 -0.666 -0.825
H 0.035 0.352 -2.573
H -0.769 -0.770 -3.749
H -2.171 -0.255 -1.739
H -0.137 1.658 0.856
H 1.147 2.422 -2.525
H 3.578 2.838 -3.119
H 5.259 2.357 -1.240
H 4.327 1.874 1.001
H 1.808 1.304 3.943
H 3.343 1.929 2.914
H 3.176 -0.671 3.510
H 1.640 -0.646 2.411
H 3.449 -0.414 1.697
```